Entry 1:
Below is a structure of composition C44H40CaN2OPSi at a distorted geometry, with properties calculated with the ωB97M-V functional and the def2-TZVPD basis.

**E_HOMO**: -4.14 eV
**Gap between HOMO and LUMO**: 6.7 eV
**Charge**: -1
**Energy relative to the best compared isomer or geometry (same formula, charge and spin)**: 9.6 kcal/mol
**DFT total energy**: -86913.2736 eV
**LUMO level**: 2.530 eV

Each line ends with the natural charge from an NBO analysis.
CARTESIAN COORDINATES (ANGSTROEM)
Ca 0.6646 -0.0394 0.0676  1.74
C 2.0065 -3.2276 3.4893  -0.30
C 2.0781 -2.4018 4.6043  -0.16
C 1.5275 -1.1386 4.5457  -0.25
C 0.8978 -0.7046 3.3703  0.25
N 0.8487 -1.5083 2.2936  -0.52
C 1.3892 -2.7229 2.3595  0.06
C 0.3086 0.6450 3.2573  -0.16
C -0.1995 1.2654 4.4073  -0.22
C -0.7283 2.5400 4.3310  -0.25
C -0.7223 3.2039 3.1082  -0.25
C -0.2256 2.5673 1.9820  -0.18
C 0.3031 1.2657 1.9935  -0.51
H 2.4305 -4.2222 3.4968  0.21
H 2.5687 -2.7416 5.5088  0.21
H 1.6068 -0.4727 5.3928  0.22
H 1.3146 -3.3219 1.4568  0.19
H -0.2266 0.7347 5.3548  0.19
H -1.1435 3.0101 5.2152  0.19
H -1.1395 4.2049 3.0457  0.19
H -0.2578 3.1031 1.0340  0.19
C -7.3378 2.0252 -0.1188  -0.21
C -6.4527 2.7540 0.6604  -0.25
C -5.1450 2.3169 0.8210  -0.14
C -4.6975 1.1506 0.2039  -0.33
C -5.5974 0.4277 -0.5805  -0.20
C -6.9046 0.8608 -0.7400  -0.23
P -2.9078 0.7188 0.4031  0.83
C -3.0476 -1.0981 0.1508  -0.33
C -2.4098 -1.7762 -0.8831  -0.19
C -2.5377 -3.1545 -1.0065  -0.22
C -3.2977 -3.8696 -0.0948  -0.23
C -3.9333 -3.2010 0.9458  -0.21
C -3.7985 -1.8290 1.0741  -0.21
C -2.1853 1.3127 -1.1831  -0.42
C -2.9740 1.9591 -2.1405  -0.18
C -2.3882 2.5062 -3.2719  -0.27
C -1.0211 2.3804 -3.4553  -0.23
C -0.2579 1.6903 -2.5215  -0.27
C -0.7808 1.1508 -1.3333  -0.51
H -8.3595 2.3622 -0.2455  0.20
H -6.7828 3.6703 1.1355  0.20
H -4.4499 2.8845 1.4301  0.21
H -5.2675 -0.4721 -1.0845  0.22
H -7.5836 0.2975 -1.3696  0.20
H -1.8290 -1.2131 -1.6048  0.23
H -2.0573 -3.6658 -1.8325  0.22
H -3.3979 -4.9439 -0.1903  0.20
H -4.5395 -3.7532 1.6542  0.20
H -4.2854 -1.3096 1.8925  0.21
H -4.0472 2.0368 -2.0276  0.19
H -3.0032 3.0208 -4.0018  0.19
H -0.5527 2.8148 -4.3336  0.20
H 0.8078 1.5841 -2.7197  0.20
C -0.0502 -2.8300 -2.6206  -1.12
Si 1.4103 -1.8367 -3.3226  1.81
C 2.5647 -3.1399 -4.1137  -1.12
C 0.6984 -0.8911 -4.8192  -1.13
N 2.0497 -0.9477 -2.0269  -1.24
C 3.1448 -0.1541 -2.0972  0.15
C 3.8560 0.1607 -3.2800  -0.30
C 4.9967 0.9429 -3.2905  -0.20
C 5.4956 1.4761 -2.1128  -0.30
C 4.8282 1.2003 -0.9226  -0.28
C 3.6922 0.4186 -0.9168  0.27
O 3.0428 0.0468 0.2773  -0.58
C 3.5258 0.5848 1.4568  0.27
C 4.1968 -0.2479 2.3372  -0.20
C 4.6301 0.2427 3.5601  -0.23
C 4.4019 1.5679 3.8942  -0.23
C 3.7537 2.4067 2.9962  -0.20
C 3.3168 1.9211 1.7774  -0.23
H -0.0771 -3.8373 -3.0445  0.22
H -0.9970 -2.3440 -2.8689  0.22
H 0.0154 -2.9227 -1.5336  0.22
H 2.0780 -3.6086 -4.9730  0.22
H 2.8142 -3.9307 -3.4012  0.22
H 3.5049 -2.7047 -4.4619  0.22
H 0.1957 -1.5667 -5.5167  0.22
H 1.4738 -0.3577 -5.3761  0.22
H -0.0333 -0.1537 -4.4865  0.24
H 3.4722 -0.2425 -4.2101  0.20
H 5.5060 1.1291 -4.2295  0.20
H 6.3862 2.0902 -2.1084  0.20
H 5.2174 1.5931 0.0076  0.22
H 4.3599 -1.2805 2.0533  0.22
H 5.1412 -0.4150 4.2520  0.21
H 4.7240 1.9523 4.8542  0.21
H 3.5775 3.4430 3.2540  0.21
H 2.8074 2.5578 1.0665  0.24

***

Entry 2:
Below is a structure of composition C44H40Cl3FeN2O4Te, with properties calculated with the ωB97M-V functional and the def2-TZVPD basis.

**E_HOMO (spin up / spin down)**: -5.13 / -4.91 eV
**Gap between HOMO and LUMO (spin up / spin down)**: 7.2 / 6.9 eV
**Multiplicity**: 5
**Charge**: -1
**Energy relative to the best compared isomer or geometry (same formula, charge and spin)**: 6.2 kcal/mol
**DFT total energy**: -136699.7526 eV
**LUMO level (spin up / spin down)**: 2.034 / 2.033 eV

Each line ends with the Löwdin spin population.
CARTESIAN COORDINATES (ANGSTROEM)
Fe 1.7569 -0.4869 0.0275  3.67
C -3.7714 -4.9460 0.1108  0.00
C -2.7073 -3.9340 0.4744  0.00
C -2.0876 -3.9312 1.7236  0.00
C -1.1107 -3.0209 2.0698  0.00
C -0.5091 -3.1737 3.4314  0.00
O -0.3175 -4.2784 3.8965  0.00
C -0.1897 -1.9679 4.2696  0.00
C 0.7857 -2.0667 5.2552  0.00
C 1.0308 -0.9984 6.1036  0.00
C 0.2843 0.1700 5.9855  0.00
C -0.7030 0.2666 5.0143  0.00
C -0.9294 -0.7998 4.1552  0.00
C -0.6223 -2.0706 1.1165  0.01
O 0.4080 -1.3734 1.3732  0.05
C -1.3133 -2.0113 -0.1416  0.00
C -2.3074 -2.9634 -0.4205  0.00
C -1.0039 -0.9997 -1.1609  0.01
N -0.0314 -0.1562 -1.0831  0.02
C 0.0863 0.9314 -2.0838  0.00
C 0.3724 2.2637 -1.3936  0.00
Te 0.8122 3.7959 -2.8221  0.00
C -1.1947 3.8279 -3.4873  0.00
C -1.5357 3.3166 -4.7374  0.00
C -2.8677 3.2701 -5.1348  0.00
C -3.8660 3.7226 -4.2836  0.00
C -3.5310 4.2324 -3.0349  0.00
C -2.1997 4.2939 -2.6401  0.00
C -1.9270 -0.9850 -2.3557  0.00
C -1.4930 -1.5119 -3.5653  0.00
C -2.3267 -1.4945 -4.6753  0.00
C -3.5954 -0.9359 -4.5863  0.00
C -4.0320 -0.4060 -3.3803  0.00
C -3.2046 -0.4449 -2.2641  0.00
H -3.9006 -5.6765 0.9107  0.00
H -3.5075 -5.4925 -0.7976  0.00
H -4.7411 -4.4714 -0.0643  0.00
H -2.3631 -4.6721 2.4685  0.00
H 1.3506 -2.9869 5.3338  0.00
H 1.8071 -1.0722 6.8553  0.00
H 0.4748 1.0070 6.6475  0.00
H -1.2816 1.1770 4.9114  0.00
H -1.7079 -0.7380 3.4005  0.00
H -2.7751 -2.9566 -1.3989  0.00
H -0.8304 1.0554 -2.6512  0.00
H 0.8790 0.6971 -2.7954  0.00
H 1.1991 2.2023 -0.6862  0.00
H -0.4994 2.6184 -0.8430  0.00
H -0.7614 2.9390 -5.3945  0.00
H -3.1236 2.8612 -6.1056  0.00
H -4.9046 3.6715 -4.5884  0.00
H -4.3059 4.5891 -2.3662  0.00
H -1.9428 4.6990 -1.6680  0.00
H -0.4980 -1.9420 -3.6299  0.00
H -1.9787 -1.9102 -5.6134  0.00
H -4.2406 -0.9089 -5.4570  0.00
H -5.0200 0.0316 -3.3033  0.00
H -3.5449 -0.0466 -1.3143  0.00
Cl 7.1008 -1.1468 -5.0467  0.00
C 5.7665 -1.3370 -3.9251  0.00
C 5.2625 -0.2357 -3.2591  0.00
C 4.2072 -0.4126 -2.3858  0.00
Cl 3.5691 0.9697 -1.5354  0.02
C 3.5799 -1.6549 -2.1179  0.00
O 2.5878 -1.8143 -1.3250  0.04
C 4.1607 -2.7344 -2.8357  0.00
Cl 3.4805 -4.3165 -2.5870  0.00
C 5.2175 -2.5898 -3.7141  0.00
H 5.6835 0.7485 -3.4168  0.00
H 5.6118 -3.4575 -4.2260  0.00
C 3.5569 -0.2650 3.6892  0.00
C 3.3458 -1.0632 2.4089  0.01
C 4.5806 -1.8821 2.0563  0.00
O 3.0497 -0.1898 1.3534  0.12
H 3.7757 -0.9184 4.5428  0.00
H 2.6550 0.3111 3.9200  0.00
H 4.3908 0.4324 3.5515  0.00
H 2.5192 -1.7664 2.5892  0.00
H 5.4384 -1.2164 1.9087  0.00
H 4.4064 -2.4302 1.1264  0.00
H 4.8207 -2.6005 2.8486  0.00
N 0.1363 1.4986 1.6638  0.01
C -0.3150 2.7293 2.0735  0.00
C -1.6876 2.9829 2.1953  0.00
C -2.1438 4.2410 2.5627  0.00
C -1.2544 5.2780 2.8165  0.00
C 0.1107 5.0298 2.6952  0.00
C 0.5802 3.7792 2.3267  0.00
H 1.0937 1.2477 1.8793  0.00
H -0.4800 0.7051 1.6890  0.00
H -2.3927 2.1806 1.9970  0.00
H -3.2113 4.4113 2.6516  0.00
H -1.6150 6.2568 3.1064  0.00
H 0.8234 5.8247 2.8857  0.00
H 1.6457 3.5956 2.2300  0.00

***

Entry 3:
Below is a structure of composition C44H40Cl5N4O5ReSi at a distorted geometry, with properties calculated with the ωB97M-V functional and the def2-TZVPD basis.

**E_HOMO (spin up / spin down)**: -10.25 / -10.06 eV
**Gap between HOMO and LUMO (spin up / spin down)**: 7.2 / 7.3 eV
**Multiplicity**: 2
**Charge**: +1
**Energy relative to the best compared isomer or geometry (same formula, charge and spin)**: 0.0 kcal/mol
**DFT total energy**: -135092.6692 eV
**LUMO level (spin up / spin down)**: -3.023 / -2.754 eV

Each line ends with the Löwdin spin population.
CARTESIAN COORDINATES (ANGSTROEM)
Re 0.3632 -0.0277 0.7514  0.83
N -0.0440 -2.2024 -0.3153  0.03
C -0.2598 -1.9099 -1.7345  0.00
C -0.8920 -3.0417 -2.5530  0.00
C -2.2099 -3.6616 -2.0539  0.00
C -3.4927 -3.1642 -2.7223  0.00
N -3.7738 -1.7387 -2.5863  0.00
C -4.0950 -1.1253 -1.4456  0.00
N -3.9669 0.1878 -1.3490  0.00
N -4.5393 -1.8269 -0.3969  0.00
C -0.9142 -0.5397 -1.8515  0.01
O -1.4940 -0.1552 -2.8382  0.00
O -0.7688 0.2400 -0.7892  0.04
H 0.8057 -2.7450 -0.1893  0.00
H -0.8024 -2.7503 0.0801  0.00
H 0.7371 -1.7284 -2.1540  0.00
H -0.1395 -3.8327 -2.5715  0.00
H -1.0011 -2.7073 -3.5871  0.00
H -2.3016 -3.5980 -0.9654  0.00
H -2.1748 -4.7330 -2.2635  0.00
H -4.3511 -3.7416 -2.3724  0.00
H -3.4360 -3.3506 -3.7941  0.00
H -3.3441 -1.1394 -3.2774  0.00
H -3.3949 0.6896 -2.0146  0.00
H -4.2172 0.6662 -0.4923  0.00
H -4.8874 -2.7604 -0.5262  0.00
H -4.7947 -1.3362 0.4524  0.00
O 2.2808 -1.3129 1.0703  0.01
C 2.2062 -2.3235 2.0973  0.00
C 0.8281 -2.1267 2.7626  0.00
O 0.3665 -2.9039 3.5510  0.01
O 0.1730 -1.0239 2.3985  0.03
C 3.3281 -2.1763 3.1246  0.00
C 3.2880 -2.9650 4.2710  0.00
C 4.3061 -2.8911 5.2064  0.00
C 5.3836 -2.0393 5.0062  0.00
C 5.4380 -1.2656 3.8599  0.00
C 4.4161 -1.3366 2.9226  0.00
C 2.3194 -3.6794 1.3913  0.00
C 3.4834 -3.9092 0.6583  0.00
C 3.6442 -5.0775 -0.0644  0.00
C 2.6437 -6.0426 -0.0585  0.00
C 1.4922 -5.8292 0.6797  0.00
C 1.3264 -4.6520 1.4035  0.00
H 3.0455 -0.7360 1.2105  0.00
H 2.4528 -3.6319 4.4332  0.00
H 4.2571 -3.5042 6.0962  0.00
H 6.1771 -1.9826 5.7389  0.00
H 6.2722 -0.5988 3.6882  0.00
H 4.5247 -0.7037 2.0458  0.00
H 4.2735 -3.1681 0.6612  0.00
H 4.5551 -5.2416 -0.6245  0.00
H 2.7723 -6.9609 -0.6158  0.00
H 0.7193 -6.5861 0.7114  0.00
H 0.4372 -4.5201 2.0049  0.00
Cl 2.2024 1.0683 3.3788  0.01
C 2.5438 1.8442 1.8729  0.01
C 1.8792 1.4144 0.7138  0.00
C 2.3802 1.9227 -0.4890  0.00
Cl 1.8431 1.2479 -1.9996  0.00
C 3.3368 2.9332 -0.5412  0.00
Cl 3.8453 3.5785 -2.0476  0.00
C 3.9009 3.4080 0.6408  0.00
Cl 5.0764 4.6536 0.6010  0.00
C 3.5340 2.8246 1.8513  0.00
Cl 4.3004 3.3160 3.3048  0.00
C 0.3517 3.8260 5.4693  0.00
C 0.6948 4.3479 4.2289  0.00
C 0.2142 3.7537 3.0723  0.00
C -0.6072 2.6234 3.1302  0.00
C -0.9567 2.1265 4.3852  0.00
C -0.4817 2.7197 5.5468  0.00
Si -1.1335 1.7810 1.5394  0.01
C -1.4535 3.2087 0.3417  0.00
C -2.1667 4.3094 0.8382  0.00
C -2.4149 5.4286 0.0590  0.00
C -1.9368 5.4852 -1.2437  0.00
C -1.2148 4.4180 -1.7528  0.00
C -0.9809 3.2941 -0.9683  0.00
C -2.8281 0.9696 1.9177  0.00
C -4.0422 1.6166 1.6456  0.00
C -5.2673 1.0278 1.9398  0.00
C -5.3124 -0.2290 2.5345  0.00
C -4.1221 -0.8821 2.8327  0.00
C -2.9003 -0.2919 2.5207  0.00
H 0.7262 4.2877 6.3739  0.00
H 1.3351 5.2187 4.1650  0.00
H 0.4835 4.1780 2.1103  0.00
H -1.6017 1.2581 4.4646  0.00
H -0.7634 2.3199 6.5127  0.00
H -2.5148 4.3056 1.8662  0.00
H -2.9677 6.2626 0.4719  0.00
H -2.1186 6.3617 -1.8521  0.00
H -0.8244 4.4572 -2.7620  0.00
H -0.4205 2.4784 -1.3991  0.00
H -4.0366 2.6012 1.1938  0.00
H -6.1859 1.5587 1.7237  0.00
H -6.2642 -0.6792 2.7871  0.00
H -4.1409 -1.8461 3.3277  0.00
H -1.9887 -0.8176 2.7800  0.00